# C7H16CuNO5

A structure of composition C7H16CuNO5 at a distorted geometry (the ωB97M-V functional and the def2-TZVPD basis, OMol25).

Results
HOMO-LUMO gap in eV: 2.254
Maximum force in eV Å⁻¹: 6.71
Total energy in a.u.: -2347.49974
Relative energy (zero: lowest compared OMol25 entry of this formula, charge and spin) in kcal per mole: 122.7

Structure (ORCA input):
```
! wB97M-V def2-TZVPD RIJCOSX def2/J DEFGRID3
* xyz 0 1
O -9.746 -24.047 6.173
H -9.451 -27.704 12.603
H -12.728 -22.117 14.428
H -11.203 -27.382 14.522
H -8.916 -26.914 14.153
H -7.102 -25.715 12.680
O -12.280 -23.821 13.327
C -13.318 -26.148 13.738
H -9.060 -23.338 4.616
O -9.093 -24.139 4.088
C -9.683 -24.689 5.147
Cu -11.353 -24.319 10.554
C -13.282 -24.601 14.103
H -12.951 -24.479 15.134
C -7.938 -25.749 11.981
H -14.145 -26.368 13.063
C -9.569 -26.861 13.282
C -11.864 -22.625 14.001
H -13.531 -26.794 14.589
C -10.958 -26.596 13.808
H -10.943 -25.626 14.306
H -11.228 -22.897 14.843
H -7.847 -24.839 11.388
H -7.733 -26.621 11.360
O -9.269 -25.659 12.671
N -12.149 -26.566 12.927
H -12.246 -27.450 12.450
O -10.208 -25.824 5.239
H -11.343 -21.880 13.399
H -14.200 -24.018 14.032
*
```